Below is a single C3H6O4S2 molecule, with properties calculated with the ωB97M-V functional and the def2-TZVPD basis.

energy above the lowest of the compared OMol25 structures with the same formula, charge and spin = 151.0 kJ/mol
E_tot = -1215.11634 Ha
gap between HOMO and LUMO = 9.74 eV

Cartesian coordinates (Å):
1 C -1.78 0.64 0.42
2 C 1.29 -0.45 0.87
3 C 2.27 -0.10 0.05
4 O -3.67 -0.95 0.98
5 O -4.56 0.98 -0.07
6 O -0.23 -0.58 -1.31
7 O -1.07 -1.91 0.67
8 S -3.58 0.02 -0.32
9 S -0.51 -0.69 0.13
10 H -1.44 1.67 0.06
11 H -2.01 0.60 1.60
12 H 1.35 -0.38 1.98
13 H 2.16 0.05 -1.03
14 H 3.21 0.10 0.45
15 H -3.05 -1.64 1.07

---

Below is a molecular structure, C3H6O5STm, with properties calculated with the ωB97M-V functional and the def2-TZVPD basis.

<S²> = 2.031
charge = +3
multiplicity = 3
E_tot = -1975.89930 Ha
gap between HOMO and LUMO (spin up / spin down) = 9.20 / 6.29 eV

Cartesian coordinates (Å):
1 C 1.59 0.87 0.08
2 C 0.23 0.17 0.76
3 O -0.73 1.29 0.72
4 S -2.21 0.52 0.36
5 O -3.09 0.72 1.62
6 O -2.61 1.19 -0.98
7 O -1.82 -1.15 0.14
8 C -0.37 -1.04 -0.16
9 O 0.13 -2.41 0.03
10 H 1.51 0.76 -1.09
11 H 2.54 0.33 0.53
12 H 1.53 2.01 0.40
13 H 0.42 -0.35 1.79
14 H -0.20 -0.61 -1.26
15 H 0.35 -2.76 -0.89
16 Tm 2.71 0.46 -2.07

---

Below is 2 unconnected molecules or ions with the total composition C3H6OS, with properties calculated with the ωB97M-V functional and the def2-TZVPD basis.

SMILES = C#C.CSO
energy above the lowest of the compared OMol25 structures with the same formula, charge and spin = 380.1 kJ/mol
E_tot = -591.18825 Ha
gap between HOMO and LUMO = 9.23 eV

Cartesian coordinates (Å):
1 C 2.90 -1.12 0.17
2 C 2.25 -0.96 -0.82
3 C -0.88 0.83 -0.30
4 O -2.40 -1.24 0.76
5 S -2.07 -0.50 -0.67
6 H 3.49 -1.68 0.81
7 H -3.18 -1.08 1.33
8 H 1.60 -0.43 -1.43
9 H -0.62 1.29 -1.24
10 H -0.08 0.33 0.06
11 H -1.44 1.52 0.22

---

Below is 2 unconnected molecules or ions with the total composition C3H6OS, with properties calculated with the ωB97M-V functional and the def2-TZVPD basis.

energy above the lowest of the compared OMol25 structures with the same formula, charge and spin = 401.8 kJ/mol
E_tot = -591.17996 Ha
gap between HOMO and LUMO = 8.21 eV

Cartesian coordinates (Å):
1 C 0.16 0.15 -0.89
2 C 0.19 -1.06 -0.11
3 C -0.17 0.17 0.64
4 H 1.51 1.61 -1.24
5 H -0.73 0.26 -1.60
6 H -0.60 -1.73 -0.50
7 H 1.23 -1.31 -0.21
8 H 0.51 0.43 1.42
9 H -1.43 0.38 2.90
10 O 1.24 0.63 -1.48
11 S -1.89 0.46 1.06

---

Below is a single C3H6OS molecule, with properties calculated with the ωB97M-V functional and the def2-TZVPD basis.

SMILES = C1CSCO1
energy above the lowest of the compared OMol25 structures with the same formula, charge and spin = 212.1 kJ/mol
E_tot = -591.25223 Ha
gap between HOMO and LUMO = 9.63 eV

Cartesian coordinates (Å):
1 C -0.94 0.31 0.06
2 C 0.32 1.08 -0.14
3 C 0.49 -1.23 0.08
4 H -1.18 0.23 1.16
5 H -1.68 0.94 -0.59
6 H 0.67 1.87 0.67
7 H 0.27 1.34 -1.19
8 H 0.80 -2.14 -0.52
9 H 0.28 -1.54 1.17
10 O -0.76 -0.81 -0.51
11 S 1.74 -0.06 -0.18

---

Below is a single C3H6OS molecule, with properties calculated with the ωB97M-V functional and the def2-TZVPD basis.

SMILES = O[C@H]1C[C@@H]1S
energy above the lowest of the compared OMol25 structures with the same formula, charge and spin = 156.3 kJ/mol
E_tot = -591.27349 Ha
gap between HOMO and LUMO = 9.78 eV

Cartesian coordinates (Å):
1 C -0.07 0.84 -0.66
2 C -1.01 -0.28 -0.97
3 C 0.26 -0.56 -0.08
4 H 1.31 1.86 -1.14
5 H -0.51 1.54 0.11
6 H -2.06 -0.39 -0.60
7 H -0.88 -0.69 -1.98
8 H 1.08 -1.05 -0.55
9 H -0.07 -2.06 1.54
10 O 0.59 1.50 -1.66
11 S 0.08 -0.70 1.64